Entry 1:
57
Properties=species:S:1:pos:R:3 method="wB97M-V/def2-TZVPD" gap_ev="8.749 / 5.442" total_charge=+2 multiplicity=5 e_above_lowest_kj_mol=0.00 e_homo_ha="-0.5043 / -0.5235"
Pt 0.6025 -0.9991 1.8765
S -1.0531 -1.9788 0.4049
C -1.3767 -3.5685 0.9533
N -0.7721 -4.2197 1.9411
C -1.2593 -5.5953 2.0861
C -2.3556 -5.6775 0.9974
N -2.3044 -4.3398 0.4010
H 0.0258 -3.8365 2.4234
H -1.6602 -5.7544 3.0855
H -0.4526 -6.3057 1.9129
H -3.3410 -5.8676 1.4180
H -2.1394 -6.4371 0.2488
H -2.8707 -4.0385 -0.3750
C 1.3499 1.6090 -1.1944
C 1.0884 0.6483 -0.0918
O 1.8244 -0.3394 0.1211
O 0.0645 0.7907 0.6879
H 2.4087 1.8595 -1.2138
H 0.7454 2.5057 -1.0907
H 1.1097 1.1190 -2.1392
C -5.0321 4.7808 4.3577
C -4.0399 4.1686 5.1130
C -3.0144 3.4753 4.4863
C -3.0061 3.4130 3.0943
C -3.9913 4.0195 2.3268
C -5.0113 4.7070 2.9737
Sb -1.3978 2.3473 2.2348
C -1.5398 0.4892 3.2247
C -2.7555 -0.1781 3.1424
C -2.9337 -1.3801 3.8151
C -1.9013 -1.9291 4.5627
C -0.6813 -1.2717 4.6525
C -0.4828 -0.0625 3.9759
C 0.2884 3.3580 2.8834
C 0.0917 4.6954 3.2350
C 1.1678 5.4529 3.6731
C 2.4313 4.8841 3.7465
C 2.6285 3.5577 3.3778
C 1.5639 2.7929 2.9329
H -5.8258 5.3208 4.8545
H -4.0619 4.2317 6.1926
H -2.2445 3.0010 5.0828
H -3.9754 3.9678 1.2463
H -5.7879 5.1856 2.3930
H -3.5758 0.2327 2.5654
H -3.8910 -1.8807 3.7656
H -2.0568 -2.8519 5.1039
H 0.1123 -1.6673 5.2719
H 0.4034 0.5323 4.1932
H -0.8907 5.1475 3.1860
H 1.0180 6.4859 3.9523
H 3.2687 5.4773 4.0846
H 3.6164 3.1221 3.4321
H 1.7381 1.7636 2.6259
Se 4.4793 -3.9173 2.6986
C 2.9193 -3.0079 2.6643
N 1.9167 -2.4239 2.6430

***

Entry 2:
56
Properties=species:S:1:pos:R:3 method="wB97M-V/def2-TZVPD" gap_ev=7.122 e_above_lowest_kj_mol=1440.62 e_homo_ha=-0.2909 smiles="CCCc1nc2c(O)ccc(CCO)c2nc1-c1ccccn1.O=[N+]([O-])c1ccccc1"
C -2.6057 0.2222 0.7353
C -2.6504 1.6317 -0.0725
C -1.4376 2.6218 0.3879
C -0.0212 1.8397 0.4202
N 0.1848 0.8608 -0.5953
C 1.4434 0.1764 -0.4766
C 1.7751 -0.9614 -1.5115
O 0.8052 -1.2169 -2.5272
C 3.0827 -1.7897 -1.4943
C 4.1381 -1.4307 -0.3781
C 3.8187 -0.3102 0.6368
C 4.9239 0.0577 1.7617
C 4.3979 -0.2302 3.2684
O 5.1180 -1.3503 3.8642
C 2.4628 0.5247 0.6354
N 2.3335 1.5233 1.6634
C 1.0578 2.1408 1.5022
C 0.6784 3.2735 2.5982
C 0.5148 4.6904 2.0125
C 0.1639 5.8240 3.0588
C 0.0684 5.2452 4.5130
C 0.2612 3.7676 4.9116
N 0.5528 2.7853 3.9232
H -3.6759 -0.0510 1.0464
H -1.8708 0.2415 1.6228
H -2.2219 -0.5822 -0.0005
H -3.6330 2.1858 0.1638
H -2.5425 1.4839 -1.2144
H -1.7352 3.0134 1.4206
H -1.3555 3.4559 -0.4073
H 0.1076 -1.8178 -2.1545
H 3.2821 -2.6235 -2.2591
H 5.1374 -2.0050 -0.3344
H 5.9337 -0.4260 1.5385
H 5.0796 1.2042 1.7057
H 4.6690 0.7075 3.8959
H 3.2521 -0.3566 3.3154
H 4.4502 -1.8124 4.4236
H 0.6212 4.9421 0.8953
H -0.0061 6.9130 2.7813
H -0.1598 5.9912 5.3612
H 0.1697 3.4924 6.0279
O -1.1024 -3.7711 -1.8851
N -1.2760 -4.2462 -3.0023
O -0.4450 -4.9030 -3.6101
C -2.5657 -4.0052 -3.6532
C -3.5274 -3.2289 -3.0080
C -4.7416 -2.9828 -3.6403
C -4.9901 -3.5129 -4.9030
C -4.0299 -4.2959 -5.5376
C -2.8116 -4.5451 -4.9144
H -3.3463 -2.8099 -2.0241
H -5.4944 -2.3744 -3.1498
H -5.9372 -3.3140 -5.3960
H -4.2304 -4.7089 -6.5207
H -2.0706 -5.1541 -5.4210

***

Entry 3:
57
Properties=species:S:1:pos:R:3 method="wB97M-V/def2-TZVPD" gap_ev=8.293 e_above_lowest_kj_mol=15.43 e_homo_ha=-0.2956 smiles="COc1ccc(-n2c(SCC(=O)NC[C@H]3CCCO3)nc3c([nH]c4ccccc43)c2=O)cc1"
C -7.2599 -0.5236 0.8575
O -6.7448 0.5590 0.1181
C -5.4021 0.7393 0.0737
C -4.9608 1.8355 -0.6728
C -3.6174 2.1097 -0.7886
C -2.6909 1.2878 -0.1599
N -1.2970 1.5810 -0.2621
C -0.4869 0.7634 -0.9930
S -1.2948 -0.5641 -1.8116
C 0.0302 -1.1980 -2.8979
C 0.8975 -2.2252 -2.1749
O 0.7401 -3.4193 -2.3195
N 1.8407 -1.6611 -1.4006
C 2.6493 -2.4286 -0.4895
C 2.1681 -2.2735 0.9697
C 0.7856 -2.8928 1.1898
C 1.1337 -4.3619 1.4361
C 2.5585 -4.2949 2.0122
O 3.0251 -2.9611 1.8553
N 0.7910 0.9129 -1.1331
C 1.3400 1.9827 -0.5016
C 0.5837 2.8829 0.2447
N 1.4024 3.8549 0.7517
C 2.6826 3.6001 0.3504
C 3.8552 4.3005 0.6104
C 5.0261 3.8112 0.0739
C 5.0465 2.6504 -0.7064
C 3.8937 1.9483 -0.9728
C 2.6942 2.4229 -0.4438
C -0.8299 2.7273 0.4187
O -1.5817 3.4358 1.0569
C -3.1172 0.2071 0.5943
C -4.4667 -0.0731 0.7082
H -6.9056 -1.4819 0.4654
H -7.0014 -0.4441 1.9180
H -8.3414 -0.4667 0.7459
H -5.6985 2.4590 -1.1514
H -3.2795 2.9605 -1.3593
H 0.6077 -0.3441 -3.2450
H -0.4942 -1.6815 -3.7208
H 1.7907 -0.6512 -1.2678
H 3.6902 -2.0983 -0.5494
H 2.5867 -3.4749 -0.7944
H 2.2075 -1.2122 1.2431
H 0.1263 -2.7585 0.3358
H 0.3222 -2.4519 2.0733
H 0.4414 -4.8407 2.1248
H 1.1207 -4.9122 0.4962
H 2.5843 -4.5200 3.0828
H 3.2363 -4.9856 1.4971
H 1.0894 4.6189 1.3269
H 3.8436 5.1962 1.2127
H 5.9524 4.3341 0.2586
H 5.9887 2.3048 -1.1040
H 3.9058 1.0537 -1.5762
H -2.3935 -0.4180 1.0955
H -4.7732 -0.9212 1.2986

***

Entry 4:
65
Properties=species:S:1:pos:R:3 method="wB97M-V/def2-TZVPD" gap_ev="8.424 / 4.837" total_charge=+2 multiplicity=6 e_above_lowest_kj_mol=85.99 e_homo_ha="-0.5056 / -0.5056"
Pt 0.1926 0.1179 -0.2788
C -0.3656 4.3663 0.1453
C -0.9150 3.0905 0.0538
N 0.0573 2.1908 0.2044
N 1.2190 2.8399 0.3777
C 0.9883 4.1596 0.3543
B 2.5682 2.0863 0.6735
N 2.9651 1.2803 -0.6042
C 4.0370 1.2919 -1.4052
C 3.9501 0.2219 -2.2828
C 2.7691 -0.4185 -1.9493
N 2.1872 0.2199 -0.9295
N 2.3089 1.0272 1.7767
C 3.0306 0.6896 2.8632
C 2.4300 -0.3866 3.4809
C 1.3248 -0.6870 2.6854
N 1.2716 0.1655 1.6680
N 3.5835 3.1059 1.0722
C 3.7009 3.7587 2.2647
C 4.4997 4.8514 2.0686
C 4.8192 4.8088 0.6965
N 4.2534 3.7806 0.0979
H -0.8855 5.3076 0.1183
H -1.9358 2.7745 -0.0907
H 1.7932 4.8593 0.5134
H 4.7816 2.0591 -1.2832
H 4.6630 -0.0616 -3.0362
H 2.3153 -1.2977 -2.3762
H 3.9227 1.2317 3.1248
H 2.7436 -0.8806 4.3828
H 0.5683 -1.4461 2.8017
H 3.1952 3.4171 3.1520
H 4.8176 5.5711 2.8020
H 5.4373 5.4861 0.1294
O -1.4353 -2.1310 2.3678
C -1.7311 -1.9832 1.2152
O -1.3535 -0.9454 0.4832
C -2.6140 -2.9607 0.4924
C -3.3486 -3.8615 1.2199
C -4.1518 -4.8040 0.5663
C -4.2040 -4.8655 -0.8288
C -3.4616 -3.9907 -1.5850
C -2.6611 -3.0130 -0.9338
S -1.7385 -1.9685 -1.8685
H -3.2919 -3.8309 2.2998
H -4.7347 -5.5013 1.1531
H -4.8237 -5.6066 -1.3140
H -3.4817 -4.0330 -2.6657
O -2.1401 0.8535 -2.1242
C -1.1484 1.3210 -2.6696
O 0.0687 1.0548 -2.3747
C -1.3361 2.3416 -3.7946
N 0.0100 2.9410 -4.1544
C 0.2900 2.6177 -5.6028
C -1.1003 2.4881 -6.1977
C -1.8686 1.7439 -5.1055
H -1.9745 3.1413 -3.4237
H 0.6944 2.5124 -3.5153
H 0.0082 3.9478 -4.0027
H 0.8242 1.6689 -5.6141
H 0.9194 3.3929 -6.0312
H -1.0820 1.9515 -7.1434
H -1.5336 3.4733 -6.3797
H -1.6471 0.6758 -5.1449
H -2.9457 1.8652 -5.1784

***

Entry 5:
73
Properties=species:S:1:pos:R:3 method="wB97M-V/def2-TZVPD" gap_ev=9.338 e_homo_ha=-0.3325
C 2.6937 -6.7519 1.3046
C 2.2579 -5.3196 1.2453
Br 1.4994 -4.6813 2.8606
C 2.4020 -4.5034 0.1994
Br 3.2372 -5.1183 -1.3810
C 1.9715 -3.0719 0.1248
O 1.0367 -2.8877 -0.9469
C 1.6017 -2.1683 -1.9465
O 1.0839 -1.9661 -2.9975
O 2.7801 -1.6526 -1.5469
C 3.0871 -2.0601 -0.2025
C 3.1188 -0.8514 0.7233
C 1.8708 0.0375 0.5886
C 1.2681 0.5125 1.9059
F 1.8762 1.6682 2.3139
F 1.4325 -0.3931 2.9170
C -0.2545 0.8443 1.7877
F -0.4525 1.4450 0.5887
F -0.6118 1.7222 2.7463
C -1.1803 -0.4103 1.9292
F -0.5854 -1.4937 1.3757
F -1.3392 -0.6458 3.2422
C -2.6144 -0.2582 1.3032
F -2.9899 1.0322 1.3979
F -3.4593 -1.0037 2.0403
C -2.7170 -0.7687 -0.1761
F -2.7824 -2.1092 -0.1588
F -1.6027 -0.4056 -0.8408
C -3.8970 -0.2406 -1.0474
F -3.7292 -0.7715 -2.2670
F -3.7718 1.0918 -1.1438
C -5.3668 -0.5190 -0.6053
F -5.5917 0.0981 0.5624
F -6.1337 0.0487 -1.5535
C -5.8399 -1.9999 -0.4711
F -5.4045 -2.7357 -1.4877
F -5.4106 -2.5314 0.6685
F -7.1659 -2.0170 -0.4649
H 3.7563 -6.8136 1.5512
H 2.5369 -7.2408 0.3435
H 2.1316 -7.2922 2.0642
H 1.4785 -2.7912 1.0506
H 4.0618 -2.5488 -0.2386
H 4.0154 -0.2711 0.4970
H 3.2513 -1.2419 1.7344
H 2.1366 0.9384 0.0362
H 1.0904 -0.4491 0.0021
C 1.6935 5.4300 4.7468
C 1.6527 6.2641 3.4682
C 3.1257 6.3032 3.0821
O 3.6908 5.0729 3.5363
C 2.7732 4.4104 4.4096
H 0.7412 4.9647 4.9968
H 2.0045 6.0488 5.5914
H 1.0731 5.7474 2.7001
H 1.2280 7.2574 3.6056
H 3.6423 7.1352 3.5732
H 3.2833 6.3869 2.0062
H 2.3500 3.5463 3.8897
H 3.3155 4.0549 5.2867
C -1.5214 -0.1257 -4.5908
C -1.8456 -0.0670 -6.0818
C -1.3040 1.3066 -6.4585
O -0.1897 1.5467 -5.6004
C -0.1716 0.5746 -4.5468
H -1.4756 -1.1354 -4.1867
H -2.2647 0.4402 -4.0230
H -1.3011 -0.8489 -6.6156
H -2.9062 -0.1757 -6.3055
H -2.0566 2.0867 -6.2950
H -0.9689 1.3643 -7.4952
H 0.6438 -0.1284 -4.7215
H 0.0122 1.0857 -3.6003

***

Entry 6:
55
Properties=species:S:1:pos:R:3 method="wB97M-V/def2-TZVPD" gap_ev=6.054 e_above_lowest_kj_mol=0.00 e_homo_ha=-0.2339
C -5.9847 0.2435 3.1118
C -4.5910 0.7509 3.3800
O -3.6873 -0.3862 3.3526
C -2.4355 -0.0016 3.7003
C -1.4298 -1.1128 3.7006
C -0.0786 -0.7345 3.4241
C 0.4209 0.6130 3.3889
C 1.7338 0.9131 3.0418
C 2.6161 -0.1108 2.6810
Br 4.4030 0.2879 2.2758
C 2.1595 -1.4387 2.7102
C 0.8451 -1.7559 3.0288
O -2.2155 1.1830 3.9162
H -6.6826 1.0918 3.1174
H -6.0546 -0.2422 2.1265
H -6.2895 -0.4626 3.8930
H -4.2981 1.4888 2.6139
H -4.5065 1.2195 4.3722
H -1.7945 -1.9700 3.1156
H -0.2444 1.4405 3.6562
H 2.1013 1.9468 3.0861
H 2.8559 -2.2257 2.4664
H 0.5150 -2.7871 2.9196
C -3.6078 -6.3428 5.7165
N -4.7975 -5.8700 5.0452
C -5.9302 -6.6573 4.8212
C -6.9012 -5.8424 4.3686
N -6.3590 -4.5677 4.3162
C -7.1591 -3.4166 3.9083
C -5.0420 -4.5936 4.6518
C -4.1763 -3.3936 4.8371
C -2.7553 -3.5643 4.6043
C -1.7970 -2.6650 5.0897
C -0.5869 -3.3014 5.6964
C -0.1415 -2.9593 6.9900
C 0.9289 -3.6116 7.5837
C 1.5955 -4.6345 6.9035
C 1.1517 -5.0146 5.6318
C 0.0413 -4.3924 5.0516
O -4.6678 -2.3107 5.2389
H -2.6996 -6.0135 5.1959
H -3.5634 -6.0026 6.7668
H -3.6579 -7.4374 5.7238
H -5.9355 -7.7155 5.0281
H -7.9168 -6.0829 4.0968
H -6.6456 -2.5155 4.2645
H -7.2605 -3.4036 2.8034
H -8.1690 -3.4893 4.3577
H -2.4672 -4.4152 3.9735
H -2.1470 -1.7351 5.5310
H -0.6352 -2.1558 7.5284
H 1.2792 -3.3289 8.5722
H 2.4582 -5.1432 7.3550
H 1.6531 -5.8209 5.0825
H -0.3368 -4.7650 4.0870

***

Entry 7:
58
Properties=species:S:1:pos:R:3 method="wB97M-V/def2-TZVPD" gap_ev=7.395 e_above_lowest_kj_mol=0.00 e_homo_ha=-0.2683
Sr -0.2911 -0.9439 0.6642
C -3.0146 -2.7371 3.1649
C -2.2870 -3.6800 2.2458
C -2.5516 -5.0331 2.2512
C -1.8135 -5.8462 1.3856
C -0.8599 -5.3037 0.5670
C -0.6121 -3.9025 0.5980
N -1.3565 -3.1339 1.4504
N 0.2955 -3.2544 -0.1562
Si 1.4561 -3.9461 -1.2097
C 2.5800 -5.1990 -0.3730
C 0.7005 -4.7502 -2.7332
C 2.5458 -2.5323 -1.7979
H -2.5357 -2.7193 4.1462
H -4.0493 -3.0477 3.3066
H -3.0025 -1.7228 2.7666
H -3.3107 -5.4398 2.9041
H -1.9994 -6.9135 1.3574
H -0.2936 -5.9250 -0.1126
H 2.0428 -6.0766 -0.0101
H 3.0910 -4.7486 0.4810
H 3.3438 -5.5439 -1.0750
H 0.0578 -5.5959 -2.4814
H 1.4869 -5.1170 -3.3981
H 0.0961 -4.0344 -3.2958
H 2.9920 -2.0046 -0.9501
H 1.9877 -1.8047 -2.3921
H 3.3642 -2.9025 -2.4196
O -1.6784 1.0641 1.3819
C -0.6004 1.6645 1.6388
O 0.4996 1.0882 1.8382
C -0.6492 3.1824 1.6144
C -1.8946 3.8248 1.8242
C -1.9476 5.1828 1.7614
C -0.7698 5.9104 1.4691
C -0.7369 7.3217 1.3656
C 0.4286 7.9659 1.0676
C 1.6180 7.2295 0.8621
C 1.6149 5.8681 0.9573
C 0.4182 5.1748 1.2633
N 0.4603 3.8169 1.3450
H -2.7636 3.2148 2.0206
H -2.8763 5.7177 1.9223
H -1.6518 7.8798 1.5253
H 0.4480 9.0450 0.9889
H 2.5359 7.7549 0.6322
H 2.5149 5.2842 0.8150
Br -0.1294 0.2954 -5.5999
C 0.3007 0.9189 -3.8733
C 0.9193 2.1445 -3.6928
C 1.2160 2.5371 -2.3996
C 0.8870 1.7002 -1.3452
N 0.2813 0.5223 -1.5279
C -0.0033 0.1387 -2.7729
H 1.1617 2.7678 -4.5424
H 1.6977 3.4843 -2.2006
H 1.1194 1.9849 -0.3249
H -0.4827 -0.8256 -2.8981

***

Entry 8:
59
Properties=species:S:1:pos:R:3 method="wB97M-V/def2-TZVPD" gap_ev=8.034 e_above_lowest_kj_mol=16.34 e_homo_ha=-0.2923 smiles="C=CC(=O)Nc1cc2c(Nc3ccc(F)c(Cl)c3)ncnc2cc1OCCCN1CCOCC1"
C -2.8281 2.8854 -3.6883
C -2.1401 3.4346 -2.6990
C -1.2494 2.7176 -1.7500
O -1.0560 3.1356 -0.6240
N -0.6907 1.5814 -2.2540
C 0.1636 0.6782 -1.6261
C 0.5945 0.8216 -0.3305
C 1.4568 -0.1237 0.2466
C 1.9710 -0.0761 1.5854
N 1.6113 0.9540 2.3955
C 1.9583 1.2287 3.7083
C 2.8065 0.4225 4.4670
C 3.1009 0.7687 5.7710
C 2.5584 1.9121 6.3291
F 2.8578 2.2317 7.6020
C 1.7114 2.7265 5.5864
Cl 1.0342 4.1531 6.2824
C 1.4150 2.3820 4.2804
N 2.7840 -1.0184 2.0297
C 3.1058 -2.0091 1.1972
N 2.7108 -2.1746 -0.0308
C 1.8779 -1.2325 -0.5287
C 1.4243 -1.3728 -1.8545
C 0.5841 -0.4424 -2.4049
O 0.0920 -0.4570 -3.6787
C 0.3086 -1.5910 -4.4973
C -0.5653 -2.7810 -4.1014
C -2.0539 -2.4263 -4.1840
N -2.8575 -3.5015 -3.6340
C -3.1326 -4.5886 -4.5606
C -4.2606 -4.2526 -5.5469
O -5.4382 -3.8636 -4.8721
C -5.1971 -2.7632 -4.0211
C -4.0994 -3.0912 -3.0012
H -3.4890 3.4731 -4.3031
H -2.7883 1.8330 -3.9219
H -2.2526 4.4837 -2.4639
H -0.8842 1.3448 -3.2176
H 0.2463 1.6824 0.2159
H 0.9877 1.6320 1.9784
H 3.2219 -0.4646 4.0208
H 3.7547 0.1561 6.3709
H 0.7566 3.0177 3.7078
H 3.7746 -2.7568 1.6048
H 1.7750 -2.2353 -2.3954
H 0.0412 -1.2490 -5.5019
H 1.3682 -1.8683 -4.4962
H -0.3452 -3.0889 -3.0792
H -0.3323 -3.6128 -4.7660
H -2.2242 -1.5335 -3.5769
H -2.3091 -2.1777 -5.2264
H -2.2236 -4.8412 -5.1066
H -3.4337 -5.4544 -3.9634
H -4.5271 -5.1285 -6.1403
H -3.9422 -3.4468 -6.2281
H -6.1442 -2.5537 -3.5216
H -4.9050 -1.8849 -4.6201
H -3.9126 -2.2327 -2.3540
H -4.4372 -3.9282 -2.3821

***

Q: Which energy values were calculated for the entries above? A: -4402.23837 -1448.48836 -1847.19183 -2265.10041 -8151.48427 -3838.66607 -4193.50256 -1989.11709, in Eh.